# 1
ORCA calculation (ωB97M-V with the def2-TZVPD basis set) on one molecule with the formula C4H9NO3 in a non-equilibrium geometry.

Geometry as XYZ:
```
17
Properties=species:S:1:pos:R:3:lowdin_charge:R:1
C -0.432 0.051 -0.668 -0.270
C -1.413 -0.978 -0.093 -0.516
C 1.051 -0.003 -0.298 -0.344
C 1.353 0.083 1.184 -0.039
H -0.520 2.079 0.010 0.119
H -1.182 1.728 -1.413 0.110
H -0.473 -0.096 -1.766 0.171
H 1.646 0.712 -0.855 0.144
H 0.883 -1.862 -0.401 0.038
H 0.829 -0.645 1.772 0.076
H 2.436 -0.128 1.400 0.103
H 1.158 1.054 1.670 0.081
H -2.223 0.503 0.284 0.055
N -1.032 1.334 -0.486 0.040
O -1.116 -2.114 0.004 0.133
O 1.510 -1.296 -0.821 -0.031
O -2.474 -0.423 0.477 0.129
```

## Properties
E_HOMO, eV: -9.99
2S+1: 1
SMILES string: C[C@@H](O)[C@H](N)C(=O)O
Frontier orbital gap, eV: 10.485

---

# 2
ORCA calculation (ωB97M-V with the def2-TZVPD basis set) on one molecule with the formula C4H9NO3 in a non-equilibrium geometry.

Geometry as XYZ:
```
17
Properties=species:S:1:pos:R:3:lowdin_charge:R:1
C 0.456 -0.218 0.881 -0.174
C -0.719 0.775 1.162 -0.084
C -2.000 0.447 0.293 -0.232
C 1.293 0.276 -0.293 -0.523
H -0.448 -2.198 1.202 0.054
H 0.919 -2.259 0.192 0.135
H 1.084 -0.407 1.711 0.117
H -0.987 0.608 2.171 0.096
H -0.488 1.785 0.872 0.117
H -2.602 1.319 0.172 0.109
H -2.614 -0.320 0.808 0.120
H -1.188 -1.053 -0.620 0.097
H -0.347 0.584 -1.247 0.097
N 0.014 -1.733 0.461 0.043
O -1.671 -0.185 -0.917 -0.127
O 0.684 0.582 -1.413 0.100
O 2.536 0.401 -0.263 0.056
```

## Properties
E_HOMO, eV: -9.89
2S+1: 1
SMILES string: N[C@H](CCO)C(=O)O
Frontier orbital gap, eV: 10.345

---

# 3
ORCA calculation (ωB97M-V with the def2-TZVPD basis set) on C4H9NO4 as an isolated structure in a non-equilibrium geometry.

Geometry as XYZ:
```
18
Properties=species:S:1:pos:R:3:lowdin_charge:R:1
C 0.310 -1.629 -0.743 -0.427
C -1.766 -0.619 0.719 -0.117
N 1.483 0.597 0.669 -0.022
C 0.280 1.099 0.495 -0.184
C -0.338 2.252 0.567 0.103
O -0.780 -0.173 -0.197 -0.242
O 2.468 1.039 -0.250 -0.017
O 0.986 -0.953 -1.758 0.027
O 0.984 -1.958 0.243 -0.017
H 2.308 0.492 -1.045 0.081
H 0.356 -0.653 -2.427 0.115
H 1.501 -0.474 0.761 0.122
H -0.502 -2.267 -1.125 0.151
H -1.301 -1.119 1.575 0.096
H -2.366 0.226 1.066 0.081
H -2.441 -1.312 0.209 0.090
H 0.164 3.084 1.038 0.084
H -1.346 2.369 0.204 0.075
```

## Properties
E_HOMO, eV: -9.36
2S+1: 1
Frontier orbital gap, eV: 9.982

---

# 4
ORCA calculation (ωB97M-V with the def2-TZVPD basis set) on C4H9NO4P as an isolated structure in a non-equilibrium geometry.

Geometry as XYZ:
```
19
Properties=species:S:1:pos:R:3:lowdin_charge:R:1
C -0.583 -1.588 -0.326 -0.796
C 2.376 0.268 0.864 -0.118
C -1.347 1.661 -1.340 -0.179
C 0.726 -1.024 -0.353 -0.103
N 1.501 -0.927 0.832 -0.082
O -0.851 -2.153 0.924 -0.036
O -2.541 0.088 0.721 -0.329
O -1.290 -1.943 -1.229 -0.032
O -0.356 1.492 1.081 -0.405
P -1.296 0.658 0.243 0.501
H 1.799 0.971 1.389 0.022
H 3.331 0.160 1.371 0.050
H 2.563 0.501 -0.264 0.106
H -1.054 1.198 -2.285 0.027
H -2.318 2.081 -1.523 0.006
H -0.717 2.593 -1.216 0.044
H 1.028 -0.724 -1.330 0.102
H -1.851 -2.300 0.829 0.131
H 0.880 -1.011 1.612 0.090
```

## Properties
E_HOMO (alpha / beta), eV: -2.99 / -2.99
Net charge: -1
2S+1: 1
Frontier orbital gap (alpha / beta), eV: 6.803 / 6.802

---

# 5
ORCA calculation (ωB97M-V with the def2-TZVPD basis set) on a 2-piece molecular cluster, C4H9NOP2 overall in a non-equilibrium geometry.

Geometry as XYZ:
```
17
Properties=species:S:1:pos:R:3:lowdin_charge:R:1
C 1.841 -2.206 0.222 -0.321
C 2.415 1.545 -0.921 -0.378
C -1.617 0.531 1.062 0.049
C -2.374 -0.217 0.057 -0.395
N 0.744 0.109 0.525 -0.622
O -2.491 0.391 -1.198 -0.066
P 0.607 -1.249 -0.390 0.768
P 1.228 1.654 0.262 0.693
H 2.023 -3.170 -0.222 -0.030
H 2.568 -1.829 0.924 -0.009
H 2.995 2.420 -1.156 -0.042
H 2.680 0.624 -1.415 -0.040
H -1.512 1.598 0.979 0.040
H -1.520 0.108 2.045 0.075
H -3.390 -0.426 0.466 0.138
H -1.907 -1.212 -0.114 0.055
H -2.290 1.329 -1.128 0.085
```

## Properties
E_HOMO (alpha / beta), eV: -7.99 / -8.29
2S+1: 1
Frontier orbital gap (alpha / beta), eV: 6.329 / 7.532

---

# 6
ORCA calculation (ωB97M-V with the def2-TZVPD basis set) on C4H9NOS as an isolated structure in a non-equilibrium geometry.

Geometry as XYZ:
```
16
Properties=species:S:1:pos:R:3:lowdin_charge:R:1
C 0.578 1.751 -1.242 -0.098
N -0.082 1.334 0.022 -0.037
C 0.356 -0.019 0.349 -0.241
C -0.415 -1.112 -0.516 -0.651
S -1.997 -0.530 -1.073 0.553
C 1.163 -0.397 1.352 -0.199
O 1.215 -1.617 1.822 -0.007
H 0.307 0.975 -1.967 0.051
H 1.685 1.730 -1.169 0.096
H 0.158 2.727 -1.602 0.104
H -1.057 1.286 -0.213 -0.009
H -1.603 -1.522 1.396 0.025
H -0.511 -2.105 -0.006 0.062
H 0.251 -1.271 -1.369 0.103
H -1.538 -1.683 2.214 0.103
H 1.491 0.453 2.003 0.142
```

## Properties
E_HOMO, eV: -8.25
2S+1: 1
Frontier orbital gap, eV: 4.645